A structure of composition C4H4N2O3 in a non-equilibrium geometry, computed with ωB97M-V/def2-TZVPD.

```
13
Properties=species:S:1:pos:R:3:forces:R:3
C 0.9176 0.3712 0.1387 -1.035 0.036 -1.590
C 1.9897 -0.7019 0.0840 -0.031 -0.041 -0.357
C -1.0206 0.4797 0.0877 0.509 -0.818 0.951
N -2.3183 0.1960 0.1197 0.052 0.207 -0.098
C -0.2691 0.9146 -1.0976 1.612 -0.678 0.671
O 0.9929 1.5045 -0.5396 -0.043 0.537 0.096
O 1.7942 -1.6339 1.0252 -0.046 0.135 -0.076
N -0.1481 0.2525 1.0696 -0.953 0.537 0.159
O 2.9058 -0.6949 -0.6849 -0.245 -0.002 0.260
H 0.9785 -1.4032 1.5148 0.089 0.017 -0.088
H -2.9177 0.4690 -0.6415 0.058 -0.016 0.066
H -2.7261 -0.1588 0.9691 0.037 0.010 -0.033
H -0.1787 0.4052 -2.0452 -0.004 0.076 0.040
```
Positions in Å, forces in eV/Å.

As for the orbital gap (alpha / beta): 7.89 / 7.89 eV. Its total charge is 0. The relative energy (zero: lowest compared OMol25 entry of this formula, charge and spin) comes out at 3.931 eV. For the total energy, the calculation gives -13331.93019 eV. The spin multiplicity is 1. The calculation puts the HOMO energy (alpha / beta) at -8.439 / -8.438 eV. The lowest unoccupied orbital energy (alpha / beta) comes out at -0.5 / -0.5 eV.